# 1
# C31H52BrN4P3V

A molecular structure, C31H52BrN4P3V (ωB97M-V/def2-TZVPD, OMol25).

Geometry as XYZ:
```
92
Properties=species:S:1:pos:R:3:forces:R:3
N -6.510 -1.709 3.927 -0.25 -0.23 0.20
C -5.748 -0.826 4.575 0.20 0.04 -0.48
C -5.087 0.217 3.919 -0.12 0.09 -0.44
C -5.249 0.352 2.526 -1.23 -0.62 0.31
C -6.033 -0.627 1.854 -0.21 -0.28 0.67
C -6.673 -1.629 2.600 0.85 0.88 0.06
C -4.626 1.439 1.797 -0.30 -0.25 -1.10
V 0.065 0.839 -1.071 4.22 0.68 -1.51
P 3.179 0.494 -1.718 -0.34 -0.92 -0.22
C -4.669 1.477 0.428 -1.20 0.50 0.98
C -3.574 1.920 -0.362 -0.51 0.73 -0.45
C -3.480 1.351 -1.669 0.21 0.24 -0.21
C -2.283 1.465 -2.367 -0.70 1.20 0.50
C -1.303 2.071 -1.594 0.62 0.39 -1.15
C -1.329 2.733 -0.371 -1.16 0.73 -0.49
C -2.607 2.799 0.180 0.86 -0.32 -0.44
Br 1.173 2.247 -2.759 -1.96 1.15 0.20
H -4.117 2.216 2.357 0.75 -0.49 0.09
H -5.551 1.117 -0.108 0.61 -0.73 0.21
H -4.449 0.914 4.465 -0.28 -0.15 -0.08
H -6.175 -0.648 0.776 0.11 0.20 0.21
H -5.633 -0.943 5.659 -0.17 -0.07 -0.46
H -7.304 -2.378 2.099 0.31 0.34 0.42
H -4.344 0.826 -2.111 0.49 0.27 0.42
H -2.827 3.492 0.984 -0.06 -0.44 0.24
H -2.119 1.207 -3.413 -0.03 -0.11 0.41
H -0.436 3.235 0.016 -0.45 0.05 -0.10
P -0.568 -1.334 -1.365 -1.14 -3.03 -0.04
C 4.134 2.091 -1.392 -0.52 -0.33 0.20
C 4.766 2.841 -2.554 0.54 0.51 -0.13
H 4.899 1.840 -0.640 -0.32 0.01 -0.24
H 3.408 2.743 -0.890 0.12 -0.11 -0.13
H 5.031 3.854 -2.228 -0.10 -0.16 0.05
H 5.716 2.394 -2.886 -0.46 -0.05 0.02
H 4.095 2.963 -3.410 0.11 -0.02 0.21
C 3.025 -0.060 -3.518 -0.82 0.50 0.30
C 4.081 0.337 -4.527 0.44 -0.01 -0.63
H 2.065 0.356 -3.864 0.52 -0.46 0.10
H 2.873 -1.152 -3.481 0.20 0.29 0.16
H 3.604 0.387 -5.515 0.23 -0.09 0.13
H 4.500 1.330 -4.334 -0.08 -0.56 -0.16
H 4.891 -0.399 -4.595 -0.10 0.28 0.06
C 4.317 -0.814 -1.151 0.33 0.23 0.23
C 5.791 -0.553 -1.491 0.22 -0.38 0.03
H 3.979 -1.741 -1.633 0.18 0.22 0.27
H 4.155 -0.897 -0.067 0.30 -0.24 -0.13
H 6.366 -1.436 -1.179 0.01 0.34 -0.17
H 5.942 -0.408 -2.574 -0.07 -0.07 0.47
H 6.203 0.318 -0.963 -0.12 -0.31 -0.16
C 0.200 -2.880 -0.703 0.01 0.14 0.21
C 1.627 -3.151 -1.130 0.25 -0.22 0.18
H -0.468 -3.682 -1.050 0.09 0.18 0.04
H 0.109 -2.874 0.391 0.05 -0.02 -0.44
H 2.002 -4.014 -0.562 0.05 0.21 -0.24
H 1.694 -3.400 -2.194 0.04 0.09 0.12
H 2.281 -2.296 -0.926 -0.24 -0.24 0.00
C -0.760 -1.836 -3.144 0.39 0.16 -0.20
C -2.165 -1.752 -3.755 -0.04 -0.03 -0.19
H -0.418 -2.886 -3.169 -0.09 0.41 -0.08
H -0.031 -1.248 -3.730 -0.30 -0.26 0.08
H -2.115 -2.140 -4.781 -0.07 0.16 0.25
H -2.891 -2.372 -3.210 0.25 0.24 -0.29
H -2.553 -0.724 -3.802 0.11 -0.44 -0.01
C -2.249 -1.680 -0.718 -0.45 0.26 -0.45
C -2.415 -1.977 0.760 -0.11 -0.16 0.47
H -2.572 -2.553 -1.301 -0.07 0.24 0.27
H -2.883 -0.834 -1.019 0.06 -0.40 0.11
H -3.491 -1.972 0.998 0.39 -0.04 0.04
H -2.026 -2.976 1.013 -0.14 0.40 0.00
H -1.931 -1.236 1.415 -0.16 -0.31 -0.25
C 2.663 0.137 3.580 -0.60 0.36 0.24
N 2.243 1.529 3.292 -0.22 -0.21 -0.09
C 0.984 1.799 4.024 0.08 -0.36 -0.10
N -0.116 0.875 3.652 0.34 -0.08 0.43
C 0.340 -0.511 3.928 0.37 0.52 -0.15
N 1.609 -0.829 3.238 -0.02 -0.15 0.27
C 1.415 -0.980 1.815 -0.14 -0.05 0.10
P 0.834 0.655 1.092 0.15 -0.13 1.39
C 2.117 1.793 1.853 0.09 -0.09 0.31
C -0.556 1.071 2.273 0.36 -0.23 0.54
H 2.852 0.064 4.664 -0.01 0.04 -0.44
H 3.588 -0.095 3.040 -0.21 0.00 0.05
H 0.672 2.834 3.838 0.05 -0.21 0.04
H 1.191 1.668 5.103 -0.14 0.12 -0.56
H -0.438 -1.223 3.620 0.22 0.15 0.06
H 0.506 -0.608 5.011 -0.09 0.06 -0.35
H 2.331 -1.341 1.318 -0.26 0.33 0.13
H 0.649 -1.752 1.664 0.16 0.40 0.00
H 1.812 2.838 1.703 0.01 -0.18 -0.01
H 3.088 1.663 1.355 -0.24 -0.07 0.12
H -1.449 0.466 2.066 0.23 0.14 0.07
H -0.843 2.120 2.126 0.15 -0.19 0.10
```
Positions in Å, forces in eV/Å.

As for the spin multiplicity: 4. The expectation value of S² is 3.7998. The orbital gap (alpha / beta) comes out at 6.442 / 4.521 eV. Its LUMO energy (alpha / beta) is -0.256 / -0.320 Ha. Its net charge is +2. The relative energy (zero: lowest compared OMol25 entry of this formula, charge and spin) comes out at 201.1 kJ/mol. The calculation puts the energy at -5972.82697 hartree.



# 2
# C31H52BrN5P2W

A molecular structure, C31H52BrN5P2W (ωB97M-V/def2-TZVPD, OMol25).

Geometry as XYZ:
```
92
Properties=species:S:1:pos:R:3:forces:R:3
N -6.026 -1.661 3.680 -0.22 0.02 -0.21
C -5.099 -0.915 4.268 0.26 0.25 -0.10
C -4.360 0.042 3.582 0.06 0.22 0.07
C -4.616 0.274 2.208 -0.05 0.25 -0.44
C -5.593 -0.546 1.587 -0.18 -0.66 0.29
C -6.276 -1.485 2.384 0.04 0.40 -0.87
C -3.858 1.273 1.478 -0.22 -0.47 0.57
W 0.589 1.308 -0.810 -1.24 -5.39 2.04
P 2.509 0.386 -1.917 0.93 -0.65 0.35
C -3.750 1.322 0.097 2.21 0.99 -1.28
C -2.557 1.810 -0.641 -2.35 -0.49 2.10
C -2.363 1.413 -1.973 0.60 -0.61 -1.35
C -1.186 1.679 -2.672 -0.76 0.04 -0.19
C -0.264 2.618 -2.165 1.38 2.82 -0.41
C -0.494 3.208 -0.847 -1.64 0.94 -0.89
C -1.554 2.643 -0.068 1.13 1.82 -0.39
Br 1.176 3.354 -3.430 -2.28 -0.31 1.11
H -3.287 1.984 2.092 0.04 -0.47 -0.16
H -4.492 0.864 -0.531 -0.12 -0.50 -0.08
H -3.562 0.564 4.102 -0.24 0.17 -0.03
H -5.802 -0.517 0.516 -0.10 0.20 0.41
H -4.957 -1.081 5.329 0.13 -0.01 -0.01
H -7.066 -2.107 1.942 0.40 0.24 0.22
H -3.145 0.841 -2.461 0.08 -0.08 -0.03
H -1.790 3.110 0.899 0.46 -0.34 -0.38
H -0.985 1.299 -3.669 -0.33 -0.03 0.10
H 0.064 4.112 -0.586 -0.28 -0.25 0.29
P -0.541 -1.488 -0.734 0.08 -0.94 -0.82
C 2.926 2.035 -1.071 1.13 -0.04 -1.32
C 3.912 2.881 -1.923 -0.13 1.01 -0.13
H 3.425 1.887 -0.100 -0.47 -0.24 -0.41
H 2.011 2.701 -0.932 0.39 0.25 0.18
H 3.789 3.941 -1.647 0.22 -0.33 -0.18
H 4.952 2.596 -1.714 -0.52 0.00 -0.04
H 3.707 2.793 -2.996 0.30 0.01 0.41
C 2.223 0.007 -3.685 -0.29 0.76 -0.56
C 3.384 0.208 -4.657 0.29 0.03 -0.36
H 1.345 0.584 -4.023 0.28 -0.20 0.19
H 1.900 -1.049 -3.664 0.32 0.33 0.19
H 2.999 0.268 -5.685 0.05 -0.03 0.33
H 3.926 1.141 -4.455 -0.07 -0.31 -0.19
H 4.076 -0.642 -4.631 -0.05 0.30 0.07
C 3.926 -0.643 -1.372 -0.37 -0.69 0.69
C 5.289 -0.099 -1.812 0.16 0.33 -0.14
H 3.755 -1.676 -1.729 -0.01 0.57 -0.03
H 3.844 -0.684 -0.272 0.23 -0.11 -0.31
H 6.048 -0.885 -1.725 -0.24 0.05 0.02
H 5.283 0.241 -2.857 0.13 -0.10 0.40
H 5.604 0.723 -1.160 0.00 -0.23 -0.22
C 0.449 -2.873 0.046 0.34 0.29 0.33
C 1.773 -3.231 -0.630 0.30 -0.07 -0.11
H -0.210 -3.756 0.031 0.00 0.49 -0.17
H 0.627 -2.649 1.112 -0.26 -0.26 -0.59
H 1.966 -4.311 -0.520 -0.04 0.45 -0.02
H 1.763 -3.016 -1.707 0.06 -0.16 0.22
H 2.625 -2.706 -0.176 -0.25 -0.16 -0.08
C -0.542 -2.050 -2.481 0.50 0.15 -0.18
C -1.679 -1.616 -3.392 -0.21 0.03 -0.25
H -0.484 -3.145 -2.441 -0.01 0.14 0.00
H 0.407 -1.692 -2.902 -0.34 -0.32 0.07
H -1.492 -1.998 -4.403 -0.10 0.05 0.22
H -2.658 -1.991 -3.081 0.16 -0.03 -0.04
H -1.749 -0.533 -3.461 -0.02 -0.24 -0.13
C -2.260 -2.019 -0.227 -0.49 0.69 0.03
C -2.519 -2.810 1.068 0.11 0.09 0.25
H -2.609 -2.618 -1.081 0.29 0.13 0.14
H -2.867 -1.101 -0.242 -0.08 -0.30 0.04
H -3.498 -3.311 0.981 0.37 0.24 0.01
H -1.775 -3.598 1.248 -0.33 0.24 -0.03
H -2.559 -2.163 1.957 0.08 -0.17 -0.23
C 0.580 2.203 2.257 0.57 0.64 2.25
N 0.529 1.037 1.336 0.30 0.21 -1.27
C -0.550 0.184 1.886 -0.81 -1.95 1.25
N -0.258 -0.284 3.239 0.37 0.59 -0.33
C -0.088 0.866 4.147 0.02 0.22 -0.12
N 0.960 1.796 3.637 -0.19 -0.91 -1.15
C 2.239 1.036 3.580 -0.15 0.11 0.03
N 2.121 -0.195 2.754 -0.62 0.41 -0.19
C 1.800 0.218 1.387 0.90 -1.08 1.73
C 1.022 -1.037 3.267 -0.22 0.18 -0.16
H -0.421 2.650 2.335 0.34 -0.18 -0.21
H 1.279 2.966 1.916 0.15 -0.10 -0.19
H -0.666 -0.732 1.280 0.07 0.76 0.46
H -1.500 0.736 1.877 0.40 -0.10 -0.02
H 0.226 0.455 5.118 -0.26 0.48 -0.21
H -1.045 1.406 4.226 0.34 -0.11 0.15
H 3.000 1.683 3.122 -0.03 -0.17 0.34
H 2.534 0.743 4.600 -0.04 0.23 -0.40
H 1.672 -0.710 0.794 -0.07 0.61 0.06
H 2.668 0.788 1.055 -0.42 0.05 -0.02
H 1.227 -1.328 4.310 -0.01 0.01 -0.51
H 0.925 -1.927 2.631 0.14 0.25 0.53
```
Positions in Å, forces in eV/Å.

As for the spin multiplicity: 3. The expectation value of S² is 2.1213. The orbital gap (alpha / beta) comes out at 5.115 / 4.728 eV. Its LUMO energy (alpha / beta) is -0.526 / -0.537 Ha. Its net charge is +4. The calculation puts the energy at -4808.26797 hartree.